No. 1
The following is a quantum chemistry calculation of an isolated molecule of C12H11NOS in a non-equilibrium geometry, from OMol25.

Element x y z (Å)
C: -2.46931 -0.13898 0.48138
C: 1.72818 0.81165 0.01548
H: 2.45704 2.05735 1.61480
H: -2.05710 0.65662 1.17957
C: -1.92323 -1.60213 0.92690
N: -0.35197 0.34882 -0.92964
H: -2.33513 -1.82922 1.87956
H: 3.62132 -1.53421 -1.78308
H: -0.79667 -1.41743 0.99790
C: -1.89481 0.16387 -0.85880
C: 3.98936 0.86800 0.69748
C: 3.45498 -0.63086 -1.08803
O: -0.18130 1.94844 0.79777
C: -2.78611 2.60348 -1.56301
H: 5.38202 -0.68462 0.00240
H: -2.07014 -2.37341 0.20226
C: -2.39783 1.47520 -1.32499
H: 4.88264 1.24254 1.43095
C: 2.73118 1.35538 0.79759
H: -3.57712 -0.06893 0.28743
S: 0.68370 -0.64896 -1.88162
H: -2.79609 3.64550 -1.87914
C: 2.16361 -0.10451 -0.96428
H: -2.16555 -0.54874 -1.68773
C: 0.28811 1.07348 0.07163
C: 4.33259 -0.14782 -0.13465

Cartesian forces (eV/Å) of the 2 atoms listed first:
C 0.61 -1.66 0.73
C 1.52 -1.01 -1.27

## Properties
Relative energy (zero: lowest compared OMol25 entry of this formula, charge and spin)   59.22 kcal/mol
Structure (SMILES)   C#C[C@H](CC)n1sc2ccccc2c1=O
E_HOMO   -8.33 eV
Orbital gap   8.78 eV

No. 2
The following is a quantum chemistry calculation of a cluster of 2 separate species, C3H8Si in total in a non-equilibrium geometry, from OMol25.

Element x y z (Å)
H: 0.45186 2.76205 0.23124
H: 0.29503 0.66779 1.61085
H: 0.88358 -1.83496 -1.37763
H: 1.27609 0.84184 -0.65419
Si: 1.14003 1.53122 0.64850
H: -2.51723 -0.26114 -0.80784
C: -0.79705 -1.06344 -0.41545
H: -0.04983 -2.96566 -0.35919
C: 0.11076 -1.95719 -0.65969
C: -1.74649 -0.20687 -0.10071
H: -1.51290 0.73798 0.49944
H: 2.46615 1.74838 1.38468

Cartesian forces (eV/Å) of the 2 atoms listed first:
H -0.04 0.28 0.40
H 0.59 0.75 -0.68

## Properties
Relative energy (zero: lowest compared OMol25 entry of this formula, charge and spin)   48.85 kcal/mol
Structure (SMILES)   [SiH4].C=C=C
E_HOMO   -9.65 eV
Orbital gap   10.65 eV

No. 3
The following is a quantum chemistry calculation of a cluster of 3 separate species, C20H38ClN6O3 in total in a non-equilibrium geometry, from OMol25.

Element x y z (Å)
H: -4.38276 2.38338 -6.66055
H: -3.76365 0.76643 -6.63197
H: 1.59748 -1.12101 4.64574
C: 2.04237 2.12006 1.03552
C: -0.42339 -1.35107 6.73792
H: 2.03437 0.55148 4.89138
H: -1.20361 -1.70668 4.75355
C: -4.15358 1.41038 -8.51363
H: -0.24426 -1.09488 -4.37617
N: -4.61875 2.49117 -9.20747
H: 4.56613 0.74833 2.95843
H: -0.30366 1.48476 -0.42264
H: 2.16492 -0.57598 2.10922
C: -2.07810 -0.23292 -4.20841
H: -0.33888 0.99826 -2.09500
H: -1.57820 0.92426 4.49088
C: 1.67461 -0.15779 4.15394
H: 3.35357 -1.09316 3.26388
O: -3.80171 0.37964 -9.05586
H: 0.91718 2.91386 -2.15286
H: -1.07572 -0.81529 -0.33559
N: -4.10454 1.55375 -7.14873
N: 2.11963 -0.41104 -0.95880
H: -0.31285 1.01629 5.66622
C: 0.27583 0.24689 3.73967
H: -4.03004 0.30830 -4.33187
O: -1.70904 0.77770 -3.62457
H: 1.75785 2.77633 1.85117
H: -1.61268 -3.11097 0.28178
H: -4.91150 3.34540 -8.77421
C: -0.04065 -1.10312 -0.38087
C: 1.95156 2.90511 -0.27434
Cl: 0.89262 -3.84041 2.83785
C: 0.39024 -2.36906 0.03275
C: 3.53009 0.99258 2.75892
H: -2.23246 -0.76273 5.82371
H: 0.30121 1.19566 3.20948
N: 0.82844 -0.18912 -0.84198
C: -0.60323 -3.36622 0.55990
C: 2.68979 -0.27382 3.01716
C: 3.42708 1.59130 1.36931
N: -1.21909 -1.23741 -4.55665
N: -3.37861 -0.41620 -4.57263
C: 1.75292 -2.61970 -0.09212
H: 2.95184 3.23101 -0.53245
H: -4.66383 2.40891 -10.20559
H: 3.73900 0.84955 0.64085
H: 1.33578 1.29899 1.07608
H: 2.17085 -3.57304 0.17002
H: 1.38771 3.81321 -0.11282
H: 3.25923 1.74653 3.49032
H: -3.71264 -1.22989 -5.05634
C: -0.63642 -3.52717 2.05408
H: -0.68937 -0.70324 7.56390
H: 2.18708 1.76254 -2.10374
H: 3.63398 -1.75768 -0.70308
H: 4.10600 2.43465 1.32450
C: 0.31802 1.15494 -1.24797
H: -1.50270 -2.05057 -5.07084
C: -1.21224 -0.92486 5.50147
H: -0.35249 -4.33958 0.14909
C: 2.57590 -1.60424 -0.59176
H: 0.64142 -1.23117 6.58498
C: -0.72096 0.38503 4.88434
H: -0.62839 -2.37279 7.02562
O: -1.61078 -3.49051 2.66535
C: 1.38517 2.17756 -1.51070
H: -0.10906 -0.49092 3.03324

Cartesian forces (eV/Å) of the 2 atoms listed first:
H 0.02 0.04 -0.04
H 0.09 0.04 0.03

## Properties
Charge   +1
Relative energy (zero: lowest compared OMol25 entry of this formula, charge and spin)   0.00 kcal/mol
E_HOMO   -11.64 eV
Orbital gap   7.07 eV

No. 4
The following is a quantum chemistry calculation of a cluster of 2 separate species, C9H14S in total in a non-equilibrium geometry, from OMol25.

Element x y z (Å)
H: -0.36736 0.27930 -2.84482
C: 1.20310 -0.82932 1.45571
H: -0.41518 1.39422 -4.02419
C: -1.48870 2.22453 -0.50677
C: -0.91439 -1.69828 0.03518
H: -2.16573 -0.87174 1.60488
C: 1.54798 -1.47642 0.23085
H: -1.22333 1.25784 -0.04162
H: -0.16834 0.18382 2.82901
C: -0.04997 -0.42165 1.86327
H: 1.91946 0.73396 2.65689
C: 0.38203 -1.92919 -0.37286
C: -0.83275 1.24170 -3.03878
C: -1.20133 -0.97734 1.18435
H: 2.72586 -0.98183 2.92499
H: 3.19718 0.05862 1.60247
H: -1.16363 3.05422 0.14680
C: 2.35580 -0.17800 2.23890
H: -2.49604 2.05386 -0.86957
S: -0.41572 2.52597 -1.98637
H: 0.57401 -2.54606 -1.26486
H: -1.83879 0.90682 -3.07550
H: -1.65346 -2.25812 -0.51261
H: 2.48929 -1.74688 -0.23535

Cartesian forces (eV/Å) of the 2 atoms listed first:
H 0.60 -0.19 0.86
C 3.33 2.36 -0.59

## Properties
Relative energy (zero: lowest compared OMol25 entry of this formula, charge and spin)   35.01 kcal/mol
Structure (SMILES)   Cc1ccccc1.CSC
E_HOMO   -8.14 eV
Orbital gap   9.07 eV

No. 5
The following is a quantum chemistry calculation of a structure of composition C13H33HfN2O11 in a non-equilibrium geometry, from OMol25.

Element x y z (Å)
H: 0.02792 3.60675 0.31143
H: 0.80055 -2.86288 5.59592
C: 0.43155 3.47002 -1.79284
H: -2.91851 2.69371 -2.24770
H: 2.96046 -3.58377 3.97437
N: -2.61274 0.87154 -3.22793
H: 0.88444 2.47882 -1.76998
H: 1.70240 2.84203 -4.23589
C: -3.35548 2.11133 -3.05888
H: 2.43145 2.22429 -0.12281
C: 0.62604 4.12654 -0.43702
H: 3.02653 -1.73791 -1.64355
H: -1.00861 -4.04526 -1.78025
C: 2.52401 -2.55696 -1.12903
O: -1.98081 1.43281 -0.18934
C: 1.06526 3.71153 -4.07423
H: 1.94148 -1.76696 4.90136
H: 2.54528 -3.40265 -1.81640
H: 0.22058 -1.33563 -2.44971
C: -1.03897 -2.95702 -1.83402
H: -2.87083 -3.90392 -0.44623
H: 0.75989 -2.94942 -2.90454
O: 1.13943 -2.29699 -0.89824
H: -0.63598 3.34176 -1.97179
H: 0.06044 3.51802 -4.44970
H: 2.12818 2.91032 1.49634
H: -4.35366 1.93717 -2.65716
Hf: 0.07868 -1.97401 1.40405
O: -1.55772 -2.41042 -0.57241
N: -1.24068 0.58709 0.26851
H: 1.96810 -4.96589 3.43920
H: 0.13239 -0.49345 5.58579
C: 0.97478 -2.23700 4.72068
C: -2.90747 -2.82343 -0.58512
H: -0.31334 1.57469 2.83709
H: -3.46247 -2.54842 -1.48202
H: -3.45139 2.61017 -4.02328
H: -1.12673 -1.50242 5.04987
H: 3.05206 -2.77888 -0.20167
H: -3.54144 -2.34371 0.16056
C: 2.09585 -3.88488 3.38286
H: 1.43423 4.52070 -4.70448
O: -1.49649 0.94462 -3.76337
O: 1.09131 4.27716 -2.76065
C: -0.40841 0.93199 3.71230
O: -0.13861 0.23395 -0.04425
H: 3.63995 3.14543 0.64027
O: 2.01035 4.29928 -0.06884
O: -3.23682 -0.14280 -3.02285
O: -1.62166 -0.21472 1.05487
O: 1.03841 -2.86784 3.37831
H: 2.55915 -3.76481 2.40355
C: 2.55834 3.10049 0.51302
H: 0.15601 1.36445 4.53845
H: -1.63503 -2.66240 -2.69774
H: -1.44553 1.00647 4.03929
C: 0.31717 -2.36323 -2.09927
C: -0.13420 -1.15575 4.76215
H: 0.21342 5.13351 -0.49898
O: -0.10249 -0.47318 3.49196

Cartesian forces (eV/Å) of the 2 atoms listed first:
H 0.11 -0.27 0.16
H -0.07 -1.07 -0.65

## Properties
Charge   +4
E_HOMO (alpha / beta)   -20.47 / -20.21 eV
Spin multiplicity   2
Orbital gap (alpha / beta)   3.82 / 3.56 eV

No. 6
The following is a quantum chemistry calculation of a structure of composition C26H48O2P2V in a non-equilibrium geometry, from OMol25.

Element x y z (Å)
C: 2.61740 -0.93906 1.81052
H: -4.40832 -0.17341 -4.19360
C: -1.45846 -0.46385 2.41807
H: -2.95888 -0.51075 -1.41964
H: 3.45021 5.33514 -1.77557
H: 3.98687 -0.70842 -0.45910
H: 2.86922 -2.91062 2.51403
C: -0.52352 -1.57089 2.21481
H: -1.03180 -3.34502 -4.00626
H: 1.27281 6.22690 -2.17428
H: -2.61849 -3.69283 -3.27315
O: 1.80396 -2.94550 4.56391
H: 2.95766 -3.19237 -0.20339
C: -4.11639 -1.22423 -4.07352
C: 2.54836 -2.28575 1.68076
C: 1.80140 5.43971 0.53200
H: -3.29981 -2.18379 0.03870
C: -1.73608 -0.60670 -5.24227
H: 0.83709 5.80647 0.90484
O: -0.25996 -2.56569 2.84494
H: 0.00897 -3.24861 -0.21801
C: -2.39594 0.39984 -1.19037
H: 3.02675 -1.83028 -2.09095
H: 3.17055 0.74539 -1.03506
P: -2.32807 -1.32252 -3.65613
C: 3.16289 4.28848 -1.60931
C: 2.34797 -0.03357 0.71925
C: 1.65923 -3.80762 5.67449
H: 0.92146 -2.83470 4.14351
C: -2.26575 -0.63188 1.16833
H: 2.40016 1.02314 1.01241
H: -0.16814 2.43091 3.46185
C: 2.10767 -3.03301 0.48587
H: 1.82302 -3.99771 0.94175
H: -1.53811 0.43296 -1.88140
H: -2.91617 0.24394 3.89920
C: 2.29414 -1.07224 -1.74831
H: 0.78135 -4.46516 5.61586
H: 0.36249 0.82502 4.01120
C: 0.87346 -2.56842 -0.30397
H: 1.57396 -3.21555 6.59261
H: 3.89454 3.79320 -0.95981
H: -1.11631 3.35452 0.04845
H: -2.13797 0.41002 -5.34475
C: -0.44191 2.49721 0.19389
H: -3.32097 -2.45401 1.79479
H: 0.21261 -1.69002 -2.18716
H: -1.38705 -0.38198 4.59871
H: -4.31096 -1.77014 -5.00679
H: -0.11013 2.17895 -0.80625
C: -1.05815 1.32371 0.86919
H: 0.41798 2.83041 0.79640
H: -2.59130 -1.52789 3.95927
H: 2.39592 6.28012 0.15150
H: -4.32986 -1.15848 1.08789
H: 0.35825 4.83981 -2.85333
C: -0.68791 0.78640 2.13088
C: 0.62707 5.37203 -1.93343
C: -2.14959 -0.53371 3.82530
H: -3.01129 1.27964 -1.37771
C: 2.99006 -0.26508 -0.62731
P: 1.51926 4.22567 -0.81615
H: 1.21696 1.60490 2.67638
C: -1.99326 0.39629 0.22742
H: 2.55796 -4.43259 5.73489
H: -2.06910 -1.22502 -6.08792
H: -0.29040 5.72423 -1.44658
C: -2.10014 -3.10058 -4.03779
C: 0.21863 1.44883 3.11608
H: 2.94523 -0.51440 2.76231
H: 3.11564 3.75316 -2.56557
H: 2.14701 -0.39368 -2.60650
C: -3.34356 -1.66640 1.01608
H: 2.33482 4.95107 1.35592
H: -2.51278 -3.32665 -5.03013
C: 0.97802 -1.69892 -1.39619
H: -4.70838 -1.66214 -3.26052
H: -0.64072 -0.55130 -5.23043
V: -0.25333 -0.51492 0.53432

Cartesian forces (eV/Å) of the 2 atoms listed first:
C -0.71 0.36 -0.37
H -0.04 -0.25 0.01

## Properties
Charge   +2
Relative energy (zero: lowest compared OMol25 entry of this formula, charge and spin)   0.00 kcal/mol
E_HOMO (alpha / beta)   -13.00 / -12.99 eV
Spin multiplicity   2
Orbital gap (alpha / beta)   4.26 / 4.13 eV

Repeat the third record exactly.
The following is a quantum chemistry calculation of a cluster of 3 separate species, C20H38ClN6O3 in total in a non-equilibrium geometry, from OMol25.

Element x y z (Å)
H: -4.38276 2.38338 -6.66055
H: -3.76365 0.76643 -6.63197
H: 1.59748 -1.12101 4.64574
C: 2.04237 2.12006 1.03552
C: -0.42339 -1.35107 6.73792
H: 2.03437 0.55148 4.89138
H: -1.20361 -1.70668 4.75355
C: -4.15358 1.41038 -8.51363
H: -0.24426 -1.09488 -4.37617
N: -4.61875 2.49117 -9.20747
H: 4.56613 0.74833 2.95843
H: -0.30366 1.48476 -0.42264
H: 2.16492 -0.57598 2.10922
C: -2.07810 -0.23292 -4.20841
H: -0.33888 0.99826 -2.09500
H: -1.57820 0.92426 4.49088
C: 1.67461 -0.15779 4.15394
H: 3.35357 -1.09316 3.26388
O: -3.80171 0.37964 -9.05586
H: 0.91718 2.91386 -2.15286
H: -1.07572 -0.81529 -0.33559
N: -4.10454 1.55375 -7.14873
N: 2.11963 -0.41104 -0.95880
H: -0.31285 1.01629 5.66622
C: 0.27583 0.24689 3.73967
H: -4.03004 0.30830 -4.33187
O: -1.70904 0.77770 -3.62457
H: 1.75785 2.77633 1.85117
H: -1.61268 -3.11097 0.28178
H: -4.91150 3.34540 -8.77421
C: -0.04065 -1.10312 -0.38087
C: 1.95156 2.90511 -0.27434
Cl: 0.89262 -3.84041 2.83785
C: 0.39024 -2.36906 0.03275
C: 3.53009 0.99258 2.75892
H: -2.23246 -0.76273 5.82371
H: 0.30121 1.19566 3.20948
N: 0.82844 -0.18912 -0.84198
C: -0.60323 -3.36622 0.55990
C: 2.68979 -0.27382 3.01716
C: 3.42708 1.59130 1.36931
N: -1.21909 -1.23741 -4.55665
N: -3.37861 -0.41620 -4.57263
C: 1.75292 -2.61970 -0.09212
H: 2.95184 3.23101 -0.53245
H: -4.66383 2.40891 -10.20559
H: 3.73900 0.84955 0.64085
H: 1.33578 1.29899 1.07608
H: 2.17085 -3.57304 0.17002
H: 1.38771 3.81321 -0.11282
H: 3.25923 1.74653 3.49032
H: -3.71264 -1.22989 -5.05634
C: -0.63642 -3.52717 2.05408
H: -0.68937 -0.70324 7.56390
H: 2.18708 1.76254 -2.10374
H: 3.63398 -1.75768 -0.70308
H: 4.10600 2.43465 1.32450
C: 0.31802 1.15494 -1.24797
H: -1.50270 -2.05057 -5.07084
C: -1.21224 -0.92486 5.50147
H: -0.35249 -4.33958 0.14909
C: 2.57590 -1.60424 -0.59176
H: 0.64142 -1.23117 6.58498
C: -0.72096 0.38503 4.88434
H: -0.62839 -2.37279 7.02562
O: -1.61078 -3.49051 2.66535
C: 1.38517 2.17756 -1.51070
H: -0.10906 -0.49092 3.03324

Cartesian forces (eV/Å) of the 2 atoms listed first:
H 0.02 0.04 -0.04
H 0.09 0.04 0.03

## Properties
Charge   +1
Relative energy (zero: lowest compared OMol25 entry of this formula, charge and spin)   0.00 kcal/mol
E_HOMO   -11.64 eV
Orbital gap   7.07 eV